#w
Computed, not measured: C5H10S2 as an isolated structure, with ωB97M-V with the def2-TZVPD basis set.

The LUMO energy comes out at 0.735 eV. As for the HOMO energy: -8.365 eV.

Each line ends with the Löwdin charge.
CARTESIAN COORDINATES (ANGSTROEM)
1 C -1.696 0.793 -1.743  0.006
2 C -0.465 0.592 -1.329  -0.310
3 C 1.578 -0.473 1.765  -0.211
4 C 0.206 1.211 -0.180  -0.625
5 C 0.189 -0.251 1.179  -0.556
6 S 1.903 1.643 -0.585  0.721
7 S -0.948 0.318 2.526  0.726
8 H -2.154 0.319 -2.574  0.040
9 H -2.471 1.465 -1.308  0.078
10 H 0.258 -0.172 -1.748  0.117
11 H 2.090 -1.279 1.246  0.083
12 H 1.559 -0.763 2.766  0.031
13 H 2.178 0.483 1.900  0.051
14 H -0.309 1.973 0.290  0.032
15 H -0.075 -0.989 0.393  0.079
16 H 2.381 1.655 0.786  -0.088
17 H -1.926 0.759 1.768  -0.175



#x
Computed, not measured: C5H10S2 as an isolated structure, with ωB97M-V with the def2-TZVPD basis set.

The LUMO energy (spin up / spin down) comes out at 0.037 / -0.441 eV. As for the HOMO energy (spin up / spin down): -7.630 / -7.326 eV.

Each line ends with the Löwdin charge.
CARTESIAN COORDINATES (ANGSTROEM)
1 C 3.098 -0.336 0.412  -0.490
2 C -0.100 -0.169 0.941  -0.762
3 C 4.029 -0.537 -0.678  -0.245
4 C -3.514 -0.020 -0.142  -0.183
5 C -2.351 -0.529 -0.961  -0.459
6 S 1.408 -0.471 -0.037  0.848
7 S -1.211 -1.406 0.240  0.692
8 H 3.224 0.049 1.436  0.062
9 H 0.080 0.145 2.014  0.015
10 H 3.622 -0.498 -1.721  0.073
11 H 4.320 -1.685 -0.707  0.112
12 H 4.923 0.163 -0.500  0.099
13 H -4.008 0.707 -0.733  0.056
14 H -4.251 -0.777 0.129  0.074
15 H -3.177 0.457 0.740  0.050
16 H -1.739 0.278 -0.972  0.005
17 H -2.554 -1.142 -1.772  0.054



Relative energies in kJ/mol: #w 0.0; #x 169.0



#w
Computed, not measured: a 4-piece molecular cluster, C2H11NO4 overall, with ωB97M-V with the def2-TZVPD basis set.

The LUMO energy comes out at -5.520 eV. As for the HOMO energy: -9.577 eV.

Each line ends with the Löwdin charge.
CARTESIAN COORDINATES (ANGSTROEM)
1 C -0.625 -0.618 0.923  -0.254
2 N -0.122 -1.281 -0.335  0.113
3 C -0.603 -0.469 -1.438  -0.113
4 O -2.010 -0.600 1.169  -0.007
5 H -0.132 -1.178 1.765  0.154
6 H 0.877 -1.081 -0.306  0.079
7 H -1.509 -0.883 -1.834  0.088
8 H -0.610 0.632 -1.325  0.100
9 H 0.245 -0.686 -2.226  0.126
10 H 2.714 0.350 2.038  0.019
11 H -2.853 2.105 0.100  -0.049
12 O 1.985 0.131 1.463  -0.156
13 H -2.118 0.348 0.541  0.033
14 H -0.173 0.446 0.941  0.202
15 O -2.116 1.631 0.249  -0.068
16 H 2.152 0.437 0.463  -0.037
17 H 2.889 0.239 -1.249  -0.002
18 O 2.011 0.478 -0.938  -0.228



#x
Computed, not measured: a 4-piece molecular cluster, C2H11NO4 overall, with ωB97M-V with the def2-TZVPD basis set.

The LUMO energy comes out at 0.651 eV. Its SMILES is CNC=O.O.O.O. As for the HOMO energy: -9.909 eV.

Each line ends with the Löwdin charge.
CARTESIAN COORDINATES (ANGSTROEM)
1 C -1.090 -2.061 0.801  -0.059
2 N -0.120 -1.203 0.094  -0.027
3 C 0.094 -1.367 -1.216  -0.332
4 O 1.220 -1.161 -1.718  -0.045
5 H -1.328 -1.620 1.770  0.085
6 H -0.787 -3.114 0.699  0.083
7 H -1.924 -2.104 0.030  0.094
8 H 0.555 -0.583 0.517  0.130
9 H -0.677 -1.988 -1.744  0.147
10 O 1.015 2.095 0.082  -0.103
11 H 1.077 1.983 -0.898  -0.024
12 H 1.757 2.643 0.365  0.027
13 O 1.300 1.405 -2.426  -0.072
14 H 1.279 0.432 -2.608  0.036
15 H 2.224 1.638 -2.575  0.064
16 O -1.747 1.794 3.229  -0.080
17 H -0.894 1.300 3.302  0.048
18 H -1.954 1.911 2.297  0.027



#y
Computed, not measured: a 4-piece molecular cluster, C2H11NO4 overall, with ωB97M-V with the def2-TZVPD basis set.

The LUMO energy comes out at 0.831 eV. Its SMILES is CNC=O.O.O.O. As for the HOMO energy: -10.027 eV.

Each line ends with the Löwdin charge.
CARTESIAN COORDINATES (ANGSTROEM)
1 C 1.498 2.445 -1.969  -0.082
2 N 1.475 1.870 -0.581  -0.021
3 C 2.309 0.753 -0.402  -0.301
4 O 2.017 -0.272 0.242  -0.012
5 H 0.476 2.797 -2.105  0.089
6 H 2.199 3.168 -2.001  0.035
7 H 1.710 1.873 -2.831  0.067
8 H 0.464 1.909 -0.185  0.176
9 H 3.148 0.710 -1.015  0.106
10 O -1.378 -2.214 0.860  -0.116
11 H -0.689 -2.423 0.113  0.089
12 H -0.951 -2.767 1.552  0.036
13 O 0.602 -0.196 3.009  -0.016
14 H 1.081 -0.398 2.268  -0.062
15 H 1.081 -0.248 3.821  0.024
16 O -4.847 -2.314 -0.588  -0.005
17 H -4.458 -2.477 0.245  0.010
18 H -5.737 -2.215 -0.432  -0.016



Relative energies in kJ/mol: #w 858.3; #x 0.0; #y 86.4



#w
Computed, not measured: an isolated ion of composition C4H9NP and charge +1, with ωB97M-V with the def2-TZVPD basis set.

The LUMO energy comes out at -4.226 eV. Its SMILES is [NH3+][C@H]1CCC=P1. Its total charge is +1. As for the HOMO energy: -13.814 eV.

Each line ends with the Löwdin charge.
CARTESIAN COORDINATES (ANGSTROEM)
1 N 0.709 -1.409 0.906  0.144
2 C 1.104 -0.082 0.309  -0.481
3 C 0.317 0.183 -1.096  -0.187
4 C -1.197 0.507 -0.699  -0.233
5 C -1.069 1.295 0.629  -0.418
6 P 0.389 1.362 1.348  0.990
7 H 0.333 -1.198 1.851  0.135
8 H 1.651 -1.930 0.986  0.209
9 H -0.158 -1.801 0.370  0.205
10 H 2.136 0.015 -0.033  0.106
11 H 0.248 -0.652 -1.795  0.104
12 H 0.831 1.019 -1.606  0.121
13 H -1.935 -0.401 -0.598  0.143
14 H -1.512 0.994 -1.540  0.065
15 H -1.846 2.097 0.966  0.096



#x
Computed, not measured: an isolated ion of composition C4H9NP and charge +1, with ωB97M-V with the def2-TZVPD basis set.

The LUMO energy comes out at -5.747 eV. Its total charge is +1. As for the HOMO energy: -13.539 eV.

Each line ends with the Löwdin charge.
CARTESIAN COORDINATES (ANGSTROEM)
1 C -0.633 -1.138 -0.192  -0.231
2 C 0.426 0.995 -0.906  -0.260
3 C -0.871 0.332 -0.221  -0.367
4 C 0.743 -1.287 0.232  -0.261
5 N -0.597 0.730 1.234  -0.047
6 P 1.670 0.042 0.029  1.099
7 H -1.398 -1.623 0.474  0.157
8 H -0.635 -1.724 -1.120  0.156
9 H 0.374 1.000 -2.046  0.125
10 H 0.518 2.084 -0.555  0.105
11 H -1.827 0.779 -0.580  0.159
12 H 1.013 -2.307 0.703  0.147
13 H -0.466 1.740 1.349  0.082
14 H -1.304 0.557 1.993  0.120
15 H 2.987 -0.180 -0.393  0.016



#y
Computed, not measured: an isolated ion of composition C4H9NP and charge +1, with ωB97M-V with the def2-TZVPD basis set.

The LUMO energy comes out at -3.606 eV. Its total charge is +1. As for the HOMO energy: -16.957 eV.

Each line ends with the Löwdin charge.
CARTESIAN COORDINATES (ANGSTROEM)
1 C 2.079 0.052 -0.090  -0.236
2 C -0.484 1.085 -1.331  -0.167
3 C -0.392 -1.712 -0.258  -0.168
4 C -0.242 0.595 1.631  -0.173
5 N 3.212 0.115 -0.150  0.133
6 P 0.129 -0.001 -0.030  0.903
7 H -0.240 0.671 -2.311  0.079
8 H -0.040 2.077 -1.236  0.078
9 H -1.569 1.164 -1.239  0.080
10 H -1.482 -1.744 -0.352  0.081
11 H -0.087 -2.309 0.603  0.078
12 H 0.055 -2.130 -1.162  0.078
13 H -1.303 0.460 1.851  0.078
14 H 0.018 1.651 1.720  0.078
15 H 0.346 0.026 2.353  0.078



Relative energies in kJ/mol: #w 160.0; #x 224.9; #y 0.0



#w
Computed, not measured: H22NO14 as an isolated structure, with ωB97M-V with the def2-TZVPD basis set.

The LUMO energy comes out at 1.163 eV. Its total charge is -1. As for the HOMO energy: -5.451 eV.

Each line ends with the Löwdin charge.
CARTESIAN COORDINATES (ANGSTROEM)
1 N -0.122 -0.091 -0.084  -0.221
2 O 0.390 0.813 0.591  -0.059
3 O 0.340 -0.438 -1.169  0.063
4 O -1.065 -0.624 0.361  0.131
5 O 1.371 -2.126 -0.312  -0.057
6 H 0.623 -2.529 0.128  -0.089
7 H 1.286 -1.191 -0.124  -0.033
8 O -2.215 -0.256 -2.255  -0.014
9 H -1.452 -0.650 -1.832  -0.001
10 H -1.854 0.227 -2.999  0.045
11 O 0.148 0.208 2.834  -0.030
12 H 0.254 1.080 3.213  0.072
13 H -0.359 0.354 2.035  -0.019
14 O 1.500 2.326 0.472  -0.022
15 H 1.180 1.440 0.641  -0.255
16 H 1.195 2.839 1.221  0.082
17 O 1.797 -0.557 1.171  -0.001
18 H 0.974 -0.081 1.278  -0.070
19 H 1.967 -0.940 2.032  0.098
20 O -1.214 1.529 1.607  -0.005
21 H -1.930 1.931 1.114  0.090
22 H -0.581 1.267 0.938  -0.174
23 O -0.191 2.805 -0.936  -0.031
24 H 0.245 2.095 -0.463  -0.037
25 H -0.919 2.380 -1.389  0.029
26 O -2.557 -1.243 1.299  -0.009
27 H -2.064 -1.767 1.931  0.037
28 H -1.898 -0.932 0.678  -0.333
29 O -0.658 -2.731 -0.005  0.051
30 H -1.117 -2.636 0.830  0.074
31 H -1.145 -2.173 -0.611  0.089
32 O 2.069 0.621 -1.537  0.014
33 H 2.222 1.022 -0.681  0.022
34 H 1.276 0.099 -1.419  -0.211
35 O 0.864 -1.073 -2.922  0.006
36 H 0.970 -0.354 -3.545  0.047
37 H 0.669 -0.642 -2.090  -0.278



#x
Computed, not measured: a 12-piece molecular cluster, H22NO14 overall, with ωB97M-V with the def2-TZVPD basis set.

The LUMO energy comes out at 2.323 eV. Its total charge is -1. As for the HOMO energy: -7.848 eV.

Each line ends with the Löwdin charge.
CARTESIAN COORDINATES (ANGSTROEM)
1 N 5.264 -30.453 -8.511  -0.490
2 O 5.365 -29.562 -9.350  0.010
3 O 4.422 -31.355 -8.646  -0.018
4 O 6.202 -30.746 -7.789  -0.035
5 O 1.813 -30.928 -7.956  -0.042
6 H 2.755 -30.981 -8.090  -0.037
7 H 1.671 -30.512 -7.127  0.008
8 O 5.558 -27.657 -7.179  -0.031
9 H 5.940 -28.165 -7.865  -0.059
10 H 4.839 -28.257 -6.867  0.060
11 O 7.953 -28.762 -8.503  -0.026
12 H 7.105 -29.165 -8.240  -0.023
13 H 8.644 -29.253 -8.163  -0.008
14 O 6.045 -26.947 -10.539  -0.035
15 H 5.734 -27.721 -10.173  -0.069
16 H 5.323 -26.620 -11.103  0.051
17 O 8.478 -32.061 -8.587  -0.028
18 H 7.657 -31.713 -8.228  -0.016
19 H 8.280 -32.071 -9.508  0.035
20 O 2.840 -29.475 -10.564  -0.034
21 H 3.787 -29.647 -10.358  -0.009
22 H 2.763 -29.311 -11.451  -0.020
23 O 7.943 -29.927 -5.644  -0.018
24 H 8.120 -29.038 -5.928  0.023
25 H 7.199 -30.142 -6.138  -0.052
26 O 4.419 -32.574 -6.027  -0.055
27 H 4.536 -32.242 -6.925  -0.006
28 H 4.548 -31.717 -5.557  0.076
29 O 5.445 -28.983 -12.437  -0.079
30 H 4.993 -29.729 -11.978  -0.007
31 H 6.382 -29.059 -12.229  0.040
32 O 4.460 -31.595 -11.483  -0.023
33 H 3.535 -31.764 -11.640  0.058
34 H 4.620 -31.640 -10.569  -0.022
35 O 7.047 -33.080 -6.284  -0.038
36 H 7.475 -32.910 -7.112  -0.025
37 H 6.140 -32.845 -6.351  -0.056



Relative energies in kJ/mol: #w 2418.1; #x 0.0